Density functional theory data (the ωB97M-V functional and the def2-TZVPD basis) for C25H21F3LuN5OS3 as an isolated structure at a distorted geometry.

XYZ file:
```
59
Properties=species:S:1:pos:R:3
Lu -7.30 4.34 17.09
C -4.34 3.62 20.48
C -5.32 3.32 19.43
N -5.80 4.33 18.68
N -5.39 5.57 19.00
C -5.29 6.59 18.17
S -6.04 6.77 16.59
S -4.33 8.01 18.63
C -3.19 7.42 19.87
C -3.09 8.41 21.00
C -3.99 8.46 22.03
C -3.83 9.27 23.13
C -2.65 10.03 23.29
C -1.68 9.94 22.29
C -1.85 9.07 21.22
C -5.59 1.91 19.23
C -4.69 0.98 19.76
C -4.81 -0.34 19.49
C -5.97 -0.84 18.88
C -6.86 0.02 18.27
C -6.68 1.44 18.42
O -7.39 2.31 17.83
H -4.47 4.64 20.89
H -3.31 3.36 20.08
H -4.56 3.02 21.44
H -2.15 7.32 19.47
H -3.57 6.49 20.24
H -4.81 7.77 22.02
H -4.57 9.41 23.94
H -2.61 10.71 24.14
H -0.80 10.63 22.24
H -1.08 9.00 20.43
H -3.89 1.32 20.39
H -3.94 -0.93 19.63
H -6.04 -1.94 18.76
H -7.68 -0.39 17.70
F -9.44 0.99 11.75
C -8.53 1.38 12.69
F -7.64 2.21 12.10
F -7.70 0.20 13.08
C -9.08 2.00 13.94
C -10.45 1.89 14.19
C -11.10 2.79 15.08
C -10.31 3.56 15.86
N -8.99 3.48 15.79
C -8.30 2.88 14.85
S -6.60 3.10 14.77
H -11.07 1.18 13.64
H -12.15 2.91 15.13
H -10.77 4.22 16.63
N -10.25 7.12 19.27
C -10.62 5.86 19.80
C -9.87 4.92 19.20
N -9.04 5.55 18.25
C -9.32 6.85 18.32
H -10.63 8.08 19.31
H -11.21 5.71 20.61
H -9.84 3.85 19.30
H -8.85 7.59 17.65
```

- ΔE to the lowest compared entry with this formula, charge and spin: 32.97 kcal/mol
- Frontier orbital gap: 7.3 eV
- Strongest force on any atom: 3.802 eV/Å
- E_HOMO: -7.437 eV
- Lowest unoccupied orbital energy: -0.0056 Eh

List of Löwdin charges in e, atom by atom: atom 1 (Lu): 1.39, atom 2 (C): -0.05, atom 3 (C): -0.22, atom 4 (N): -0.15, atom 5 (N): -0.13, atom 6 (C): -1.11, atom 7 (S): 0.41, atom 8 (S): 0.90, atom 9 (C): -0.43, atom 10 (C): -0.31, atom 11 (C): -0.08, atom 12 (C): -0.08, atom 13 (C): -0.08, atom 14 (C): -0.10, atom 15 (C): -0.05, atom 16 (C): -0.11, atom 17 (C): -0.06, atom 18 (C): -0.11, atom 19 (C): -0.08, atom 20 (C): 0.00, atom 21 (C): -0.35, atom 22 (O): -0.25, atom 23 (H): 0.06, atom 24 (H): 0.13, atom 25 (H): 0.12, atom 26 (H): 0.10, atom 27 (H): 0.04, atom 28 (H): 0.11, atom 29 (H): 0.11, atom 30 (H): 0.09, atom 31 (H): 0.12, atom 32 (H): 0.11, atom 33 (H): 0.09, atom 34 (H): 0.09, atom 35 (H): 0.12, atom 36 (H): 0.10, atom 37 (F): 0.13, atom 38 (C): -0.46, atom 39 (F): 0.10, atom 40 (F): 0.00, atom 41 (C): -0.09, atom 42 (C): 0.01, atom 43 (C): -0.06, atom 44 (C): -0.15, atom 45 (N): -0.14, atom 46 (C): -0.73, atom 47 (S): 0.61, atom 48 (H): 0.13, atom 49 (H): 0.09, atom 50 (H): 0.11, atom 51 (N): 0.08, atom 52 (C): -0.07, atom 53 (C): -0.12, atom 54 (N): -0.07, atom 55 (C): -0.17, atom 56 (H): 0.18, atom 57 (H): 0.08, atom 58 (H): 0.12, atom 59 (H): 0.12